No. 1
Here is an isolated molecule of F2H3N2OP in a non-equilibrium geometry from the OMol25 dataset. Energies are from ωB97M-V/def2-TZVPD.

Atoms and positions in Å:
O1 -2.14081 -0.42437 -0.03464
N1 -1.05821 0.26810 0.63638
N2 0.23969 0.18695 0.11895
P1 1.71809 -0.50960 0.39787
F1 2.55764 0.83340 0.00211
F2 1.79967 -0.96908 -1.18035
H1 -2.21913 -1.35141 0.27763
H2 -1.26637 1.21468 0.46655
H3 0.36943 0.75132 -0.68449

Results
energy relative to the best compared isomer or geometry (same formula, charge and spin)	75.8	kcal per mole
strongest force on any atom	2.6	eV/A
total charge	0


No. 2
Here is a structure of composition C66H61AsCsN3O3PTe in a non-equilibrium geometry from the OMol25 dataset. Energies are from ωB97M-V/def2-TZVPD.

Atoms and positions in Å:
Cs1 -0.88293 -0.73439 0.36300
O1 -2.84471 0.15868 -0.99990
C1 -3.48760 -0.87015 -1.20897
C2 -4.13979 -1.47917 -2.34640
C3 -5.48516 -1.15405 -2.61892
C4 -6.21731 -1.88481 -3.52133
C5 -5.66103 -2.97598 -4.19294
C6 -4.33696 -3.29956 -3.93486
C7 -3.56881 -2.58019 -3.03055
P1 -1.84734 -2.96597 -2.62447
C8 -1.97586 -4.31122 -1.39640
C9 -3.15350 -5.00283 -1.11051
C10 -3.13746 -6.06201 -0.22224
C11 -1.95369 -6.43475 0.39610
C12 -0.78390 -5.73506 0.14180
C13 -0.80052 -4.67316 -0.74532
C14 -1.29306 -3.91117 -4.09586
C15 -0.63946 -3.19385 -5.10414
C16 -0.20392 -3.82655 -6.25200
C17 -0.39708 -5.19649 -6.40468
C18 -1.02743 -5.92294 -5.40468
C19 -1.47353 -5.28599 -4.25922
H1 -5.93574 -0.30225 -2.12531
H2 -7.24085 -1.58680 -3.72921
H3 -6.24117 -3.54836 -4.90526
H4 -3.88117 -4.12833 -4.46560
H5 -4.07668 -4.69948 -1.58723
H6 -4.05760 -6.58819 0.00174
H7 -1.94771 -7.25400 1.10519
H8 0.13705 -5.98288 0.65396
H9 0.10915 -4.10864 -0.91411
H10 -0.46206 -2.13312 -4.98044
H11 0.29808 -3.24858 -7.01787
H12 -0.04767 -5.69689 -7.30004
H13 -1.17521 -6.99128 -5.51140
H14 -1.95929 -5.85873 -3.48010
O2 1.12867 -1.71879 1.45739
C20 1.79152 -2.65267 1.97115
C21 3.21020 -2.75934 1.86809
C22 3.92356 -3.73532 2.51050
C23 3.29234 -4.70377 3.28403
C24 1.91071 -4.66767 3.36934
C25 1.13826 -3.70180 2.73129
C26 -0.33168 -3.81032 2.78845
N1 -1.25443 -3.08203 2.18441
C27 -2.45943 -3.65874 2.46405
C28 -2.28282 -4.74780 3.25817
N2 -0.93017 -4.84382 3.45761
H15 3.70628 -2.00114 1.27266
H16 5.00598 -3.74731 2.41500
H17 3.86021 -5.46320 3.80679
H18 1.43160 -5.43641 3.96643
H19 -3.37184 -3.25187 2.06693
H20 -2.97261 -5.45506 3.68006
H21 -0.45737 -5.55698 3.97455
C29 -3.31370 1.62553 2.33370
C30 -1.94584 1.31791 2.99812
O3 -1.95736 0.88053 4.16485
N3 -0.92798 1.59111 2.20605
Te1 0.95801 1.03375 3.11833
C31 2.51511 1.45127 4.79083
C32 2.05695 1.52369 6.10552
C33 0.62759 1.33515 6.52859
C34 2.97193 1.77856 7.13313
C35 4.32359 1.94451 6.88870
C36 5.28887 2.20976 8.00230
C37 4.76452 1.83628 5.57399
C38 3.87897 1.58856 4.53962
C39 4.39521 1.47957 3.13706
C40 1.69683 2.79534 2.18566
C41 1.60134 4.02839 2.83332
C42 0.84807 4.20307 4.10736
C43 2.19878 5.14864 2.26587
C44 2.85863 5.08400 1.05401
C45 3.44774 6.31816 0.43535
C46 2.88839 3.86840 0.38937
C47 2.30927 2.72155 0.92190
C48 2.37986 1.47710 0.07746
H22 -3.36710 2.69820 2.14280
H23 -4.10497 1.33860 3.02485
H24 -3.44529 1.11282 1.38164
H25 -0.07906 1.20922 5.70913
H26 0.30293 2.19101 7.12634
H27 0.53859 0.44976 7.16179
H28 2.60628 1.84298 8.15354
H29 4.76499 2.33661 8.95018
H30 5.87507 3.11380 7.82412
H31 5.99903 1.38884 8.12699
H32 5.82179 1.94086 5.34945
H33 5.45869 1.22857 3.12901
H34 4.25904 2.41608 2.59318
H35 3.85707 0.70820 2.58453
H36 0.05239 3.46632 4.20327
H37 0.39794 5.19735 4.14253
H38 1.50311 4.08953 4.97204
H39 2.12349 6.09958 2.78192
H40 3.84745 6.99373 1.19277
H41 2.69419 6.86920 -0.13212
H42 4.25420 6.07215 -0.25740
H43 3.35191 3.81006 -0.58890
H44 2.43327 1.76372 -0.97669
H45 1.50340 0.85562 0.22758
H46 3.24601 0.85204 0.31099
C49 2.66353 1.73562 -6.14634
C50 2.94116 1.03171 -4.97986
C51 1.99153 0.96174 -3.97212
C52 0.76102 1.59829 -4.11163
C53 0.49271 2.29545 -5.28880
C54 1.43648 2.36363 -6.29814
As1 -0.48269 1.39712 -2.61240
C55 -0.42249 3.15107 -1.77705
C56 -1.09154 3.27187 -0.56314
C57 -1.00586 4.46241 0.14768
C58 -0.27956 5.53028 -0.35392
C59 0.37516 5.41037 -1.56698
C60 0.31488 4.21803 -2.27054
C61 -2.13983 1.56721 -3.64730
C62 -2.95600 2.68798 -3.60870
C63 -4.13004 2.71648 -4.34772
C64 -4.49950 1.62870 -5.12060
C65 -3.69107 0.50433 -5.15560
C66 -2.51713 0.48062 -4.42349
H47 3.39850 1.79015 -6.93982
H48 3.89058 0.52834 -4.84836
H49 2.21337 0.39446 -3.07304
H50 -0.46724 2.78489 -5.41919
H51 1.21003 2.90852 -7.20726
H52 -1.65485 2.46232 -0.10380
H53 -1.48210 4.51733 1.11722
H54 -0.20328 6.44273 0.22455
H55 0.95984 6.23558 -1.95738
H56 0.85507 4.11924 -3.20683
H57 -2.68860 3.53955 -2.99268
H58 -4.76533 3.59427 -4.30121
H59 -5.42917 1.64387 -5.67618
H60 -3.98751 -0.37434 -5.71269
H61 -1.91637 -0.42233 -4.43004

Results
2S+1	2
energy relative to the best compared isomer or geometry (same formula, charge and spin)	10.0	kcal per mole
strongest force on any atom	2.6	eV/A
total charge	-2


No. 3
Here is an isolated molecule of C7H10O in a non-equilibrium geometry from the OMol25 dataset. Energies are from ωB97M-V/def2-TZVPD.

Atoms and positions in Å:
C1 1.19546 1.33106 -0.20629
C2 1.16248 0.75390 1.09150
C3 -0.09657 0.08328 1.69437
C4 -0.77609 -1.10806 0.89185
O1 -1.81393 -0.94702 -0.13467
C5 -0.64440 -1.30891 -0.71554
C6 -0.14038 -0.20109 -1.75729
C7 -0.15623 1.17760 -0.90357
H1 2.09082 1.87774 -0.82391
H2 2.12563 0.38434 1.65995
H3 -0.79778 0.80925 2.23424
H4 0.46015 -0.35430 2.66252
H5 -0.82316 -2.07930 1.43275
H6 -0.25973 -2.31572 -1.03300
H7 0.87760 -0.65524 -1.87063
H8 -1.00429 -0.53745 -2.52378
H9 -0.28629 2.22932 -1.53683
H10 -1.11329 0.86060 -0.16166

Results
energy relative to the best compared isomer or geometry (same formula, charge and spin)	132.1	kcal per mole
strongest force on any atom	4.0	eV/A
total charge	0


No. 4
Here is an isolated molecule of C3H6S in a non-equilibrium geometry from the OMol25 dataset. Energies are from ωB97M-V/def2-TZVPD.

Atoms and positions in Å:
C1 1.50459 0.78778 1.31086
C2 0.44469 0.52717 0.57777
S1 0.25964 -1.06575 -0.14685
C3 -1.26947 -0.82535 -1.16344
H1 1.83832 1.75508 1.83002
H2 2.27592 -0.02583 1.46806
H3 -0.32070 1.14512 0.32320
H4 -1.15660 0.04326 -1.93549
H5 -2.06504 -0.57299 -0.54009
H6 -1.51135 -1.76849 -1.72403

Results
energy relative to the best compared isomer or geometry (same formula, charge and spin)	15.6	kcal per mole
strongest force on any atom	3.0	eV/A
total charge	0


No. 5
Here is a cluster of 7 separate species, H14O7 in total from the OMol25 dataset. Energies are from ωB97M-V/def2-TZVPD.

Atoms and positions in Å:
O1 -2.90304 5.01321 0.25873
H1 -2.60607 5.80512 0.70699
H2 -2.33737 4.31929 0.59743
O2 -0.34421 -0.22158 0.21058
H3 -0.72733 -1.09873 0.20227
H4 0.18735 -0.18434 -0.58459
O3 0.84020 3.31327 3.63481
H5 1.66166 3.08015 4.06735
H6 1.08499 3.46865 2.72258
O4 4.28845 1.10467 2.43376
H7 4.98619 0.63851 1.97323
H8 3.48574 0.83955 1.98477
O5 -1.65590 -4.87759 0.47453
H9 -0.83134 -4.85390 0.96009
H10 -1.84402 -5.80986 0.36637
O6 -3.53841 -3.49782 -3.26517
H11 -3.04289 -3.66616 -2.46370
H12 -3.60929 -4.35376 -3.68775
O7 2.08300 0.26105 -3.21400
H13 2.84257 -0.23717 -3.51577
H14 1.97967 0.95743 -3.86255

Results
energy relative to the best compared isomer or geometry (same formula, charge and spin)	51.1	kcal per mole
strongest force on any atom	0.4	eV/A
total charge	0


No. 6
Here is a structure of composition C22H44N5O6SZr in a non-equilibrium geometry from the OMol25 dataset. Energies are from ωB97M-V/def2-TZVPD.

Atoms and positions in Å:
Zr1 0.10205 -0.56338 0.74643
C1 -1.99780 2.18649 -0.21730
O1 -2.01373 0.76228 0.02806
C2 -3.17058 0.45019 0.81116
C3 -3.19367 -1.03354 0.96905
O2 -1.96250 -1.44986 1.57720
C4 -2.01682 -1.62667 3.01152
H1 -2.94309 2.45847 -0.68951
H2 -1.16800 2.41413 -0.86938
H3 -1.88088 2.71588 0.72868
H4 -4.06961 0.80193 0.29793
H5 -3.09325 0.96365 1.77503
H6 -3.23941 -1.53087 -0.00021
H7 -4.03517 -1.38019 1.56723
H8 -3.03142 -1.89523 3.29701
H9 -1.71084 -0.71296 3.52067
H10 -1.33964 -2.43860 3.25369
O3 1.92920 0.32892 1.66667
S1 1.03606 1.56488 1.68983
O4 1.50783 2.72653 2.32898
O5 -0.22539 0.89609 2.28671
O6 0.64828 1.63311 0.24297
C5 -2.35167 -2.55193 -2.94428
C6 -1.25825 -3.19353 -2.14242
C7 -0.69976 -4.40555 -2.53948
C8 0.32072 -4.99460 -1.81010
C9 0.93559 -6.29146 -2.25678
C10 0.77706 -4.39740 -0.63265
C11 0.20826 -3.21880 -0.15370
C12 -0.78085 -2.62442 -0.96908
N1 0.58408 -2.55262 1.04200
C13 1.56850 -3.11639 2.01466
C14 1.39554 -2.32486 3.31901
C15 2.99290 -2.95526 1.48972
C16 1.28617 -4.58521 2.37506
H11 -3.16264 -3.25823 -3.12319
H12 -1.98778 -2.22675 -3.92085
H13 -2.77104 -1.68009 -2.43911
H14 -1.06315 -4.89223 -3.43749
H15 0.62004 -6.55864 -3.26352
H16 0.64823 -7.10401 -1.58733
H17 2.02446 -6.23233 -2.24682
H18 1.57637 -4.87396 -0.09394
H19 -1.27972 -1.67402 -0.73824
H20 1.13631 -1.27002 3.20054
H21 2.32499 -2.33024 3.89027
H22 0.62342 -2.77008 3.94710
H23 3.29322 -1.90522 1.46326
H24 3.10363 -3.37281 0.48744
H25 3.69755 -3.47410 2.14229
H26 0.21524 -4.79646 2.37264
H27 1.65763 -4.76896 3.38415
H28 1.77858 -5.30748 1.72980
C17 -0.97619 0.93760 -3.63401
C18 -1.28627 1.49179 -5.04981
N2 -0.06718 1.51962 -5.85111
C19 0.90698 2.40132 -5.20884
C20 1.20376 1.91365 -3.76662
N3 0.46428 0.66460 -3.50107
C21 0.85421 -0.33730 -4.50987
C22 0.47969 0.16628 -5.92732
H29 -1.51519 0.00789 -3.44118
H30 -1.26188 1.64908 -2.85769
H31 -1.68847 2.50454 -4.99444
H32 -2.02712 0.87407 -5.56035
H33 0.50879 3.41674 -5.20684
H34 1.81431 2.40772 -5.81387
H35 0.89926 2.64809 -3.01740
H36 2.26630 1.71202 -3.62168
H37 0.35616 -1.28080 -4.26542
H38 1.92896 -0.50268 -4.40993
H39 -0.26870 -0.47612 -6.39461
H40 1.35270 0.17358 -6.58090
N4 2.73929 -0.02344 -1.20995
N5 1.41801 -0.64108 -1.15640
H41 3.24610 -0.36412 -0.39712
H42 2.56781 0.95708 -1.00027
H43 1.53701 -1.59969 -1.47692
H44 0.93819 -0.15138 -1.95130

Results
energy relative to the best compared isomer or geometry (same formula, charge and spin)	26.7	kcal per mole
strongest force on any atom	1.1	eV/A
total charge	+1